Record 1
This record from the Open Molecules 2025 dataset describes a 2-piece molecular cluster, Br2IOP overall in a non-equilibrium geometry. The level of theory is ωB97M-V/def2-TZVPD.

Geometry as XYZ:
```
5
Properties=species:S:1:pos:R:3:forces:R:3
Br -1.350 -1.285 -0.376 0.105 -0.603 0.093
P 1.165 -0.018 1.100 0.546 -0.943 -0.791
Br 2.100 -0.725 -0.876 0.168 -0.177 0.439
O 0.831 1.358 0.818 -0.469 1.188 0.307
I -2.746 0.670 -0.666 -0.351 0.535 -0.049
```
Forces are in eV/Å.

Properties
Maximum force: 1.35 eV/A
SMILES: O=PBr.BrI
HOMO-LUMO gap: 0.3008 Eh
Energy above the lowest of the compared OMol25 structures with the same formula, charge and spin: 114.5 kJ/mol
E_LUMO: -1.673 eV

---

Record 2
This record from the Open Molecules 2025 dataset describes C17H26ClNOOs as an isolated structure in a non-equilibrium geometry. The level of theory is ωB97M-V/def2-TZVPD.

Geometry as XYZ:
```
47
Properties=species:S:1:pos:R:3:forces:R:3
C 0.672 -2.675 1.476 0.400 -0.485 0.332
H 0.552 -1.778 -6.044 -0.302 0.152 -0.122
C 1.018 -2.287 0.118 2.243 -1.684 -0.815
C -2.437 0.291 0.383 0.609 -0.967 0.608
H -2.232 -0.691 3.627 0.312 -0.032 -0.697
H -0.189 -0.949 -7.452 0.011 0.150 0.856
C 2.103 1.099 4.829 -0.057 0.134 0.029
H 2.808 -0.064 1.927 -0.440 -0.398 -0.240
C -2.413 -1.151 0.273 -1.792 0.071 0.014
H 1.551 1.818 -5.503 0.044 -0.318 -0.171
H -0.755 1.842 6.236 0.139 0.004 0.156
C -2.247 -1.718 1.603 -1.485 0.143 -0.321
H -2.382 -2.769 1.889 0.110 0.589 -0.211
H 0.181 -3.605 1.792 0.260 0.549 -0.224
H -1.087 1.470 -7.155 0.176 -0.289 0.804
C 2.128 -0.830 1.543 1.605 -0.372 -1.168
H -2.095 0.896 -5.786 0.278 0.214 -0.088
H -0.257 3.310 5.384 0.136 0.111 0.111
H 1.471 1.020 -7.108 -0.289 -0.206 0.795
O 0.421 0.472 2.793 -0.830 1.829 1.461
C -0.229 -1.061 -6.343 0.001 0.041 0.198
N 0.730 1.563 4.773 -3.106 -0.978 -2.794
H 2.405 -0.675 -0.691 -0.576 -0.104 0.422
H 2.508 1.504 5.741 0.410 -0.031 0.216
C 1.386 -1.776 2.356 0.422 -1.301 0.142
H 2.172 0.145 -5.709 -0.182 0.294 -0.097
H 2.146 0.009 4.857 0.007 0.098 0.026
H -1.131 1.539 3.753 0.611 -0.183 0.107
H 2.666 1.478 3.977 0.026 -0.010 0.012
H -2.383 1.642 2.188 0.199 -0.649 -0.456
C -2.175 -0.606 2.531 -0.725 0.504 -0.535
C 1.385 0.854 -6.009 -0.074 -0.042 0.188
H -2.629 1.003 -0.433 0.449 -0.477 0.371
H -0.947 2.258 -5.549 -0.143 -0.286 -0.174
C -0.004 0.288 -5.610 0.157 0.477 -3.577
Cl -0.077 0.049 -3.884 -0.061 -0.198 1.433
H 0.777 -2.873 -0.781 0.108 0.466 0.461
C -1.103 1.292 -6.054 0.041 -0.063 0.198
Os -0.370 -0.869 1.272 -0.616 2.744 -0.050
C 1.906 -1.146 0.167 -0.647 0.225 1.093
H 1.450 -1.878 3.444 -0.016 -0.001 -0.599
C -0.085 1.189 3.743 3.236 -0.052 1.040
H 0.841 2.562 6.570 -0.094 0.177 0.242
C 0.096 2.373 5.810 0.030 0.129 0.217
H -2.646 -1.730 -0.633 0.426 0.430 0.458
C -2.285 0.632 1.763 -1.351 -0.444 0.459
H -1.217 -1.466 -6.076 0.343 0.039 -0.110
```
Forces are in eV/Å.

Properties
Maximum force: 4.29 eV/A
Charge: +2
HOMO-LUMO gap (spin up / spin down): 0.2320 / 0.1291 Eh
Spin multiplicity: 5
Energy above the lowest of the compared OMol25 structures with the same formula, charge and spin: 0.0 kJ/mol
E_LUMO (spin up / spin down): -6.987 / -11.150 eV

---

Record 3
This record from the Open Molecules 2025 dataset describes an isolated ion of composition C5H13N2 and charge +1 in a non-equilibrium geometry. The level of theory is ωB97M-V/def2-TZVPD.

Geometry as XYZ:
```
20
Properties=species:S:1:pos:R:3:forces:R:3
H 0.912 -0.247 -1.344 -0.227 -1.137 -0.274
H -2.064 -1.611 0.823 0.159 -0.006 -0.033
C 1.361 2.068 -1.489 2.030 -0.092 -0.184
H -2.052 0.474 -0.498 0.523 -0.476 0.148
N 0.009 -0.368 1.911 0.081 -2.991 0.601
H 0.942 -1.778 0.536 0.648 0.163 0.235
C 0.054 -1.715 1.139 -1.275 0.517 -1.275
H 1.952 1.450 -0.805 0.073 -0.348 0.032
N 0.003 1.531 -1.579 1.317 -0.090 -0.934
H -0.669 2.158 -1.166 -0.249 -0.369 -0.169
H -0.103 0.308 1.135 -0.023 0.453 0.273
H 0.796 -0.308 2.561 0.101 0.588 -0.408
H -0.832 -0.494 2.490 0.085 0.802 -0.275
C -1.164 -1.591 0.185 -1.487 1.513 0.353
C -0.084 0.156 -1.270 -1.622 3.929 2.136
H 2.012 2.100 -2.413 -1.299 -0.070 0.523
C -1.171 -0.187 -0.514 1.240 -2.416 -0.668
H -0.051 -2.574 1.790 0.196 0.172 0.375
H 1.528 3.033 -0.991 -1.045 0.097 -0.427
H -1.377 -2.406 -0.501 0.774 -0.240 -0.027
```
Forces are in eV/Å.

Properties
Maximum force: 4.76 eV/A
Charge: +1
SMILES: CN/C=C/CC[NH3+]
HOMO-LUMO gap: 0.3145 Eh
Energy above the lowest of the compared OMol25 structures with the same formula, charge and spin: 302.3 kJ/mol
E_LUMO: -3.419 eV